Here is 2 unconnected molecules or ions with the total composition C19H32ClO3P in a non-equilibrium geometry from OMol25. Energies are from wB97M-V/def2-TZVPD.

```
! RIJCOSX wB97M-V def2-TZVPD def2/J DEFGRID3
* xyz 0 1
C -3.016 1.697 -2.329
C -1.499 1.469 -2.868
C -0.949 2.758 -3.647
C 0.125 3.621 -2.843
C -0.434 4.180 -1.420
C 0.341 3.302 -0.294
C 0.083 3.815 1.192
C 1.083 3.111 2.264
C 1.174 1.572 1.871
C 2.345 0.868 1.546
Cl 3.958 1.692 1.554
C 2.227 -0.660 1.130
O 3.246 -1.371 1.058
C 0.824 -1.323 0.747
C -0.368 -0.632 1.058
P -2.034 -1.411 0.613
C -1.870 -2.643 -0.817
C -2.430 -2.524 2.126
C -2.523 -1.537 3.404
C -0.221 0.782 1.804
O -1.273 1.245 2.296
H -3.635 0.788 -2.665
H -3.461 2.623 -2.823
H -3.071 1.747 -1.197
H -0.802 1.058 -2.072
H -1.595 0.638 -3.659
H -1.838 3.352 -4.029
H -0.410 2.362 -4.585
H 1.034 2.964 -2.633
H 0.464 4.503 -3.473
H -0.112 5.274 -1.273
H -1.559 4.049 -1.322
H 0.023 2.225 -0.487
H 1.458 3.463 -0.506
H 0.247 4.953 1.243
H -0.994 3.660 1.557
H 0.758 3.285 3.338
H 2.100 3.609 2.080
H 0.808 -2.334 0.215
H -2.677 -3.450 -0.662
H -2.111 -2.138 -1.820
H -0.878 -3.198 -0.839
H -1.561 -3.255 2.278
H -3.369 -3.140 1.962
H -3.237 -0.696 3.092
H -2.862 -2.081 4.342
H -1.482 -1.083 3.572
C 4.127 -5.621 0.002
C 2.653 -5.277 0.081
O 2.374 -4.574 1.285
H 4.424 -6.232 0.857
H 4.352 -6.167 -0.917
H 4.737 -4.714 0.030
H 2.047 -6.186 0.074
H 2.351 -4.655 -0.769
H 2.907 -3.765 1.280
*
```

Computed properties:
SMILES string: CCCCCCCCC1=C(Cl)C(=O)C=C(P(C)CC)C1=O.CCO
F_max in eV/Å: 3.9
Kohn-Sham gap in eV: 6.960
E_LUMO in eV: -1.51
HOMO energy in eV: -8.47
E_tot in Ha: -1770.256770

Here is a molecular structure, C19H32F3O11STl in a non-equilibrium geometry from OMol25. Energies are from wB97M-V/def2-TZVPD.

```
! RIJCOSX wB97M-V def2-TZVPD def2/J DEFGRID3
* xyz 0 1
Tl -0.104 -0.409 -1.745
F -2.525 0.354 -2.543
F 1.419 0.367 0.429
F 0.718 -0.322 -4.410
O 0.562 -2.739 -0.229
C 0.241 -3.761 0.312
O -0.400 -3.696 1.483
C -0.804 -4.988 1.898
C -0.229 -6.045 0.917
C 0.198 -5.162 -0.259
H -1.886 -5.008 1.725
H -0.692 -5.222 2.954
H -0.934 -6.871 0.852
H 0.693 -6.561 1.205
H -0.607 -5.164 -0.999
H 1.159 -5.354 -0.727
O 2.655 -1.091 -2.184
C 3.719 -1.171 -1.646
O 4.817 -1.595 -2.286
C 5.926 -1.756 -1.392
C 5.478 -1.262 -0.011
C 4.055 -0.770 -0.239
H 6.771 -1.161 -1.744
H 6.212 -2.802 -1.498
H 6.128 -0.502 0.420
H 5.576 -2.080 0.707
H 4.030 0.307 -0.093
H 3.370 -1.228 0.470
O 1.610 1.978 -1.993
C 2.386 2.799 -1.611
O 3.698 2.793 -1.906
C 4.336 4.060 -1.662
C 3.222 4.958 -1.015
C 2.008 4.048 -0.877
H 4.590 4.415 -2.658
H 5.156 3.907 -0.969
H 3.107 5.964 -1.410
H 3.584 5.212 -0.012
H 1.173 4.574 -1.329
H 1.774 3.729 0.137
O -2.022 -0.662 0.351
C -3.095 -0.920 0.821
O -3.768 -2.010 0.408
C -4.810 -2.349 1.331
C -5.065 -1.086 2.178
C -3.831 -0.230 1.946
H -4.515 -3.214 1.929
H -5.686 -2.679 0.775
H -5.273 -1.446 3.182
H -5.959 -0.626 1.757
H -3.176 -0.238 2.819
H -4.048 0.804 1.689
O -1.061 2.120 -0.796
S -1.345 2.881 0.375
O -0.937 4.253 0.428
O -2.928 2.754 0.674
C -3.792 2.676 -0.475
C -5.015 3.586 -0.393
C -0.755 2.055 1.825
H -4.125 1.655 -0.688
H -3.205 2.804 -1.388
H -4.809 4.653 -0.389
H -5.530 3.359 0.544
H -5.675 3.302 -1.211
H 0.329 2.177 1.836
H -0.969 0.994 1.745
H -1.127 2.641 2.663
*
```

Computed properties:
F_max in eV/Å: 2.5
Kohn-Sham gap in eV: 5.542
E_LUMO in eV: -4.09
HOMO energy in eV: -9.63
E_tot in Ha: -2440.857974

Here is 3 unconnected molecules or ions with the total composition C19H32FNO6 in a non-equilibrium geometry from OMol25. Energies are from wB97M-V/def2-TZVPD.

```
! RIJCOSX wB97M-V def2-TZVPD def2/J DEFGRID3
* xyz 0 1
C -2.577 0.024 -1.138
C -1.711 0.210 0.178
N -0.878 -0.767 0.470
C -1.780 1.507 1.131
C -1.673 2.867 0.301
C -0.612 3.764 0.593
C -0.569 5.068 -0.343
O -0.332 6.210 0.084
C -0.916 4.759 -1.882
C -0.107 5.358 -3.113
C 0.613 4.092 -3.827
F -0.278 3.420 -4.738
C -1.988 3.871 -2.170
C -2.706 3.272 -0.864
O -3.935 3.164 -0.734
H -2.428 -1.005 -1.599
H -2.284 0.778 -1.956
H -3.682 0.157 -0.890
H -0.375 -0.542 1.344
H -2.640 1.478 1.870
H -0.818 1.460 1.758
H 0.157 3.571 1.404
H 0.749 6.004 -2.727
H -0.759 5.920 -3.853
H 1.621 4.349 -4.275
H 0.797 3.340 -2.978
H -2.282 3.589 -3.228
C -2.268 -3.301 2.441
O -1.079 -3.341 3.220
C -1.289 -3.930 4.501
C -0.793 -5.371 4.537
O -1.579 -6.210 3.695
C -0.936 -6.490 2.459
H -1.992 -3.065 1.412
H -2.794 -4.259 2.450
H -2.929 -2.513 2.816
H -2.343 -3.871 4.790
H -0.710 -3.342 5.220
H -0.899 -5.752 5.557
H 0.267 -5.427 4.266
H -0.128 -7.211 2.617
H -0.537 -5.586 1.993
H -1.673 -6.932 1.786
C 4.340 -0.849 -2.840
O 4.179 -1.157 -1.463
C 4.503 -0.056 -0.619
C 3.246 0.646 -0.118
O 2.550 1.286 -1.185
C 1.419 0.539 -1.619
H 3.859 -1.637 -3.422
H 3.879 0.107 -3.101
H 5.405 -0.827 -3.094
H 5.166 0.648 -1.132
H 5.043 -0.462 0.242
H 3.539 1.430 0.587
H 2.590 -0.054 0.411
H 0.614 0.629 -0.887
H 1.661 -0.516 -1.771
H 1.079 0.958 -2.568
*
```

Computed properties:
SMILES string: [H]/N=C(/C)CC1=CC(=O)C(CCF)=CC1=O.COCCOC.COCCOC
F_max in eV/Å: 3.6
Kohn-Sham gap in eV: 8.197
E_LUMO in eV: -1.03
HOMO energy in eV: -9.22
E_tot in Ha: -1348.982574